(1)
Below is a structure of composition C3H4NS, with properties calculated with ωB97M-V with the def2-TZVPD basis set.

```
! RIJCOSX wB97M-V def2-TZVPD def2/J DEFGRID3
* xyz 1 1
C -0.69246 -1.39920 -0.06797
C -1.93516 -1.39479 -0.18657
C -1.37985 1.14724 -0.25698
N 0.56040 -1.22217 0.13255
S -2.61683 0.07866 0.11380
H -1.78615 2.12106 -0.05816
H -0.48410 1.13047 -0.73766
H 1.07526 -1.64845 0.92308
H 1.07724 -0.82730 -0.63370
*
```

Output
- LUMO level (spin up / spin down): -6.6129 / -6.6120 eV

***

(2)
Below is a structure of composition C43H34F4N7O7PS2Ti, with properties calculated with ωB97M-V with the def2-TZVPD basis set.

```
! RIJCOSX wB97M-V def2-TZVPD def2/J DEFGRID3
* xyz -2 3
Ti 0.73340 -0.35025 0.29177
C 0.32721 -5.54675 4.47370
C -0.62479 -4.37117 4.21484
C -1.75594 -4.38594 5.25206
C -1.24498 -4.54217 2.82696
C 0.15221 -3.06183 4.33019
C 0.75506 -2.71564 5.55727
C 1.44330 -1.53603 5.73726
C 1.54644 -0.66583 4.65334
S 2.24665 0.91512 4.54914
C 1.77010 1.00942 2.88112
N 1.15963 -0.04830 2.43550
C 0.98627 -1.00732 3.42682
C 0.28168 -2.19879 3.26165
C 2.02153 2.23619 2.11206
C 3.08737 3.07366 2.44756
C 3.28488 4.25922 1.76740
C 2.39854 4.62923 0.76011
C 1.33944 3.81078 0.41683
C 1.15286 2.59071 1.06686
H -0.21787 -6.49123 4.40329
H 0.77743 -5.49037 5.46686
H 1.13245 -5.55975 3.73712
H -2.31787 -5.32009 5.17612
H -2.44597 -3.55816 5.08025
H -1.37548 -4.30676 6.27212
H -1.79583 -5.48475 2.79487
H -0.48440 -4.57205 2.04444
H -1.94544 -3.73758 2.59503
H 0.66658 -3.39321 6.39740
H 1.87850 -1.28867 6.69669
H -0.16075 -2.41133 2.30017
H 3.78029 2.77777 3.22610
H 4.12793 4.89114 2.01303
H 2.54755 5.56176 0.22957
H 0.64339 4.08512 -0.36370
O 7.42969 -1.47291 -1.80595
C 6.97792 -0.31895 -1.70793
O 7.49062 0.78440 -1.97395
C 5.52644 -0.23682 -1.16744
C 4.86201 0.98063 -1.08919
C 3.55702 1.02598 -0.63597
N 2.88511 -0.06822 -0.25900
C 3.52542 -1.25104 -0.33882
C 4.82901 -1.37428 -0.77465
C 2.67591 -2.46336 -0.00608
O 3.09707 -3.59106 -0.13776
O 1.46913 -2.14942 0.38301
H 5.38628 1.87558 -1.39607
H 3.01926 1.96353 -0.58158
H 5.29828 -2.34582 -0.83879
F -6.23901 0.93777 0.89108
C -5.62693 1.55107 -0.13194
C -6.40154 2.30244 -0.96679
F -7.71795 2.36017 -0.69765
C -5.89718 3.02728 -2.07403
C -4.49603 2.87873 -2.22169
C -3.72353 2.13013 -1.38540
F -2.41807 2.02015 -1.70061
C -4.22164 1.41833 -0.26647
C -3.40194 0.66774 0.59171
C -1.90328 0.64304 0.51559
N -1.25817 -0.43063 0.37148
C -3.91258 -0.23047 1.55535
N -4.25676 -1.01184 2.33536
F -3.87943 3.46910 -3.26090
C -6.70529 3.80264 -2.94502
C -6.18218 4.57412 -4.01426
N -5.83122 5.21932 -4.90626
C -8.11691 3.88493 -2.83687
N -9.26622 4.00316 -2.81433
C 3.30654 -1.68829 -4.75796
C 2.64397 -1.28565 -3.46562
O 1.24255 -1.05062 -3.72248
P 0.33822 -0.52922 -2.48344
O -1.04948 -0.44523 -3.27465
C -2.23068 -1.10707 -2.75859
C -3.40534 -0.64749 -3.58503
O 0.77302 1.01019 -2.31338
C 0.46214 2.10097 -3.20448
C 1.69692 2.95555 -3.36796
H 4.36745 -1.86850 -4.57807
H 3.20920 -0.89989 -5.50489
H 2.85673 -2.59975 -5.15296
H 3.09610 -0.37356 -3.06817
H 2.74063 -2.07801 -2.72248
H -2.35103 -0.85988 -1.70396
H -2.08807 -2.18732 -2.84032
H -3.51035 0.43541 -3.53313
H -4.32349 -1.09781 -3.20437
H -3.28156 -0.93410 -4.63009
H -0.36770 2.65270 -2.76583
H 0.13275 1.70132 -4.16472
H 2.03123 3.34630 -2.40636
H 1.47871 3.80033 -4.02418
H 2.51194 2.37695 -3.80507
S -1.80915 3.31482 1.35585
C -1.11247 1.92115 0.79555
N 0.19658 1.66517 0.64685
*
```

Output
- ⟨S²⟩: 2.05
- LUMO level (spin up / spin down): 3.0416 / 2.5830 eV

***

(3)
Below is a cluster of 2 separate species, C8H11ClO3 in total, with properties calculated with ωB97M-V with the def2-TZVPD basis set.

```
! RIJCOSX wB97M-V def2-TZVPD def2/J DEFGRID3
* xyz 0 1
C -1.65370 -2.88491 -0.02513
C 0.29760 3.30586 -2.01588
C -0.57081 -2.17304 -0.03222
C -0.27016 2.36618 -1.31127
C -0.49679 -0.84836 0.69129
C 0.55835 -2.51172 -1.03922
C 2.17481 1.70658 0.82034
C 0.75142 1.20567 0.88619
O -1.38451 -0.54182 1.47929
O 0.02249 1.73929 1.79404
O 0.59127 -0.16016 0.54783
Cl -1.64617 1.51442 -1.50352
H -1.66042 -3.88298 -0.47634
H -2.44613 -2.57847 0.59560
H -0.10980 3.58286 -3.08108
H 1.11828 3.89351 -1.68456
H 1.48960 -2.00098 -0.82352
H 0.73398 -3.55322 -0.93173
H 0.29926 -2.42419 -2.09404
H 2.28720 2.26161 -0.11283
H 2.71659 0.76426 0.84199
H 2.27154 2.38291 1.71542
H -0.76329 1.16274 1.83872
*
```

Output
- LUMO level (spin up / spin down): -0.3490 / -0.1949 eV

***

(4)
Below is the molecule C2H5NO2, with properties calculated with ωB97M-V with the def2-TZVPD basis set.

```
! RIJCOSX wB97M-V def2-TZVPD def2/J DEFGRID3
* xyz 0 1
H 0.34730 2.34695 -1.21428
N 0.95896 1.62257 -0.88506
C 0.48948 0.57892 -0.33385
O 1.46181 -0.25564 0.07019
O -0.77931 0.22860 -0.11990
C -1.08232 -0.99679 0.56008
H 2.15157 0.37538 -0.26490
H -0.68242 -1.85799 0.01894
H -2.17365 -1.05516 0.58787
H -0.69141 -0.98685 1.58090
*
```

Output
- SMILES: [H]/N=C(/O)OC
- LUMO level: 0.8565 eV